[1]
Density functional theory data (ωB97M-V with the def2-TZVPD basis set) for C20H19N4O2Ru as an isolated structure.

Properties
HOMO-LUMO gap (alpha / beta), eV: 6.72 / 5.99
ΔE to the lowest compared entry with this formula, charge and spin, kcal/mol: 1.3
Total charge: +2
HOMO energy (alpha / beta), eV: -12.884 / -14.986
Multiplicity: 6

Each line ends with the Mulliken spin population.
Positions of all 46 atoms, in Å:
Ru: 0.662736 -0.241031 -0.846032  2.78
C: 1.987780 -0.357651 3.287949  0.00
C: 1.867485 -0.146140 1.828242  0.28
N: 0.645022 -0.391205 1.141156  0.21
N: -0.204778 -1.230466 1.678898  0.33
C: -1.116800 -1.639026 0.776942  0.03
O: -0.920098 -1.326848 -0.487837  0.17
C: -2.255023 -2.397850 1.181498  0.07
C: -3.203380 -2.804843 0.223112  0.06
C: -4.301545 -3.530272 0.619907  -0.01
C: -4.467447 -3.859505 1.967258  0.11
C: -3.532222 -3.464938 2.922586  -0.04
C: -2.428556 -2.737875 2.539424  0.08
C: 2.873783 0.324334 0.979358  0.21
C: 4.147626 0.741045 1.416587  0.15
C: 5.066342 1.197831 0.502075  0.01
C: 4.730221 1.253689 -0.855446  0.14
C: 3.474721 0.840368 -1.244461  0.06
N: 2.567851 0.380201 -0.371483  0.10
H: 1.035465 -0.656819 3.714004  0.01
H: 2.318989 0.559285 3.781412  0.02
H: 2.725686 -1.132609 3.510281  0.03
H: -3.057548 -2.544164 -0.815526  0.00
H: -5.035464 -3.848729 -0.106770  0.00
H: -5.333334 -4.431825 2.272439  0.00
H: -3.672385 -3.733470 3.959917  0.00
H: -1.689349 -2.431567 3.265184  0.00
H: 4.385657 0.697465 2.469550  0.02
H: 6.046383 1.513861 0.832353  0.00
H: 5.430930 1.606325 -1.597170  0.00
H: 3.173202 0.862529 -2.284024  0.01
O: 0.598925 -0.169055 -2.986489  0.03
C: -0.184856 0.823371 -3.689677  0.00
C: -0.645627 1.874897 -2.714949  0.03
C: -1.332479 2.988745 -3.167654  0.00
C: -1.753866 3.930906 -2.245008  0.00
C: -1.475339 3.736048 -0.898004  0.00
C: -0.785681 2.602812 -0.526126  0.01
N: -0.378125 1.688708 -1.418926  0.10
H: 0.793059 -0.922856 -3.556983  -0.01
H: -1.040222 0.333744 -4.157256  0.00
H: 0.438777 1.271206 -4.464466  0.00
H: -1.532108 3.113218 -4.223691  0.00
H: -2.293634 4.809239 -2.571784  0.00
H: -1.787019 4.449959 -0.149629  0.00
H: -0.543760 2.398973 0.509276  -0.01

Atomic forces in eV per Å
0.0475 0.0394 0.0995
-0.0058 -0.0045 0.0210
0.1626 0.0531 -0.0421
-0.1173 -0.0305 -0.1165
-0.0091 -0.0406 0.1592
0.0005 0.0307 -0.0402
-0.0650 -0.0622 -0.0230
0.0419 0.0251 -0.0045
-0.0077 -0.0053 -0.0180
-0.0081 -0.0048 0.0054
0.0326 0.0209 -0.0052
-0.0167 -0.0106 -0.0101
-0.0001 -0.0127 0.0281
-0.0560 -0.0098 0.0732
-0.0171 -0.0049 -0.0280
-0.0057 -0.0050 -0.0010
-0.0229 -0.0030 0.0046
0.0455 0.0188 -0.0142
-0.0150 -0.0156 -0.0135
0.0024 -0.0020 0.0032
-0.0028 0.0007 -0.0048
-0.0066 -0.0073 0.0010
-0.0056 0.0018 -0.0003
-0.0016 0.0001 -0.0028
-0.0024 -0.0054 0.0023
-0.0009 0.0018 0.0051
-0.0029 0.0032 0.0031
-0.0010 0.0021 0.0023
0.0042 0.0041 -0.0037
0.0046 -0.0017 -0.0012
0.0047 0.0001 0.0056
0.0258 0.0160 -0.0057
0.0054 0.0193 -0.0341
-0.0014 0.0177 0.0103
0.0154 -0.0107 0.0007
0.0025 -0.0138 0.0020
0.0120 -0.0054 0.0093
-0.0057 0.0202 0.0121
0.0123 -0.0312 -0.0465
0.0069 -0.0041 -0.0332
-0.0083 0.0060 0.0158
-0.0264 -0.0072 -0.0060
-0.0036 0.0046 -0.0066
-0.0013 0.0041 -0.0048
-0.0029 -0.0001 0.0015
-0.0071 0.0084 0.0007

---

[2]
Density functional theory data (ωB97M-V with the def2-TZVPD basis set) for an isolated molecule of C6H6BrNO3.

Properties
HOMO-LUMO gap, eV: 8.52
ΔE to the lowest compared entry with this formula, charge and spin, kcal/mol: 127.5
HOMO energy, eV: -7.915
SMILES string: [O-]/[N+](=C\Br)O[C@H]1C=CC(O)=C1

Each line ends with the natural charge from an NBO analysis.
Positions of all 17 atoms, in Å:
O: -0.170456 -0.483865 -1.855279  -0.45
N: -1.177862 -0.594176 -1.162510  0.32
C: -1.925711 -1.591641 -1.043625  -0.14
Br: -1.607426 -3.082802 -2.072652  0.13
O: -1.581968 0.562457 -0.426574  -0.36
C: -0.586738 1.043870 0.323903  0.04
C: -0.183159 0.062498 1.563527  -0.18
C: 1.096404 -0.318335 1.523284  -0.25
C: 1.667726 0.399298 0.362136  0.31
O: 2.933752 0.416495 -0.046943  -0.65
C: 0.781510 1.211171 -0.267306  -0.34
H: -2.678759 -1.551282 -0.316295  0.23
H: -1.109591 1.965157 0.751574  0.22
H: -1.085204 -0.218351 2.020098  0.21
H: 1.602252 -0.741257 2.410518  0.24
H: 2.997356 1.089573 -0.675440  0.48
H: 1.027875 1.831190 -1.088415  0.21

Atomic forces in eV per Å
-0.2171 -0.0100 -0.5158
2.1689 1.7805 -0.8024
-1.1019 -1.5611 0.1748
-0.0541 -0.2562 -0.0422
-2.6813 -1.6933 -2.1126
3.1665 0.7868 3.8917
-0.9911 1.0727 -2.7033
-0.4324 0.9818 1.0214
-1.1779 2.3198 -0.9413
1.3717 -2.4862 2.1230
-0.2746 -0.8184 1.4803
-0.9845 -0.1458 0.5904
1.1840 -0.8252 -0.2787
-0.4149 -0.7556 1.6712
-0.0404 -0.3022 -1.1689
0.3779 1.5169 -1.6522
0.1012 0.3956 -0.7355

---

[3]
Density functional theory data (ωB97M-V with the def2-TZVPD basis set) for a 2-piece molecular cluster, C36H29F6Si overall.

Properties
HOMO-LUMO gap, eV: 5.20
ΔE to the lowest compared entry with this formula, charge and spin, kcal/mol: 0.0
Total charge: +1
HOMO energy, eV: -11.247

Each line ends with the Löwdin charge.
Positions of all 72 atoms, in Å:
C: -2.874325 -2.231403 5.097930  -0.08
C: -2.697509 -0.850900 5.261538  -0.07
C: -1.774387 -0.158673 4.468689  -0.08
C: -0.992436 -0.848183 3.531476  -0.27
Si: 0.309351 0.054069 2.548128  0.70
C: 0.404205 1.844874 3.096627  -0.25
C: 1.537883 2.292142 3.794369  -0.08
C: 1.599195 3.600493 4.290183  -0.07
C: 0.533338 4.484586 4.077934  -0.08
C: -0.600096 4.060173 3.358566  -0.08
C: -0.662014 2.742433 2.864733  -0.11
C: 1.922775 -0.808431 2.916245  -0.27
C: 2.058825 -1.413046 4.181941  -0.09
C: 3.305801 -1.897543 4.608304  -0.07
C: 4.410865 -1.822185 3.746816  -0.08
C: 4.271842 -1.267660 2.462521  -0.08
C: 3.022757 -0.786213 2.037116  -0.09
C: -0.102538 0.064927 0.714936  -0.20
C: -1.441995 -0.502584 0.347707  -0.12
C: -2.352619 0.149317 -0.436289  -0.02
C: -1.183885 -2.233043 3.350060  -0.11
C: -2.119443 -2.929618 4.135140  -0.08
H: -3.609703 -2.769843 5.699877  0.11
H: -3.285957 -0.307789 6.006023  0.11
H: -1.644747 0.916917 4.592959  0.10
H: 2.361866 1.600844 3.981255  0.10
H: 2.479300 3.925989 4.850981  0.11
H: 0.579516 5.505624 4.460731  0.11
H: -1.442866 4.744643 3.191494  0.11
H: -1.563629 2.415524 2.321578  0.11
H: 1.194875 -1.484399 4.853620  0.11
H: 3.402364 -2.322787 5.615697  0.11
H: 5.379218 -2.204305 4.077160  0.11
H: 5.137878 -1.201462 1.795736  0.11
H: 2.913261 -0.365515 1.032817  0.10
H: -0.060602 1.117672 0.392080  0.09
H: 0.743320 -0.428771 0.214438  0.09
H: -1.704616 -1.457568 0.802954  0.10
H: -3.408122 0.035707 -0.183766  0.08
H: -2.022793 1.059516 -0.946735  0.10
H: -0.592872 -2.785689 2.603998  0.11
H: -2.254799 -4.009595 3.992457  0.11
F: -9.174373 3.269033 -1.852338  0.13
C: -9.051960 1.911494 -1.702437  -0.49
F: -9.598503 1.594904 -0.485520  0.12
F: -9.871505 1.348592 -2.652237  0.13
C: -7.622094 1.428429 -1.840742  -0.08
C: -7.174169 0.344016 -1.092814  0.02
C: -5.880755 -0.131411 -1.274747  0.01
C: -4.969963 0.452498 -2.202399  -0.16
C: -3.613276 -0.121902 -2.300781  0.04
C: -2.638656 0.114077 -3.360290  -0.19
C: -2.583267 1.248368 -4.198728  0.02
C: -1.685164 1.295545 -5.263505  0.03
C: -0.688683 0.333002 -5.371054  -0.08
C: 0.300217 0.396746 -6.510555  -0.50
F: 1.496269 -0.201080 -6.205080  0.12
F: -0.176668 -0.242634 -7.628732  0.13
F: 0.584135 1.680051 -6.897511  0.13
C: -0.602765 -0.714121 -4.456107  0.03
C: -1.574259 -0.819629 -3.472464  0.02
C: -5.473835 1.544791 -2.947835  0.03
C: -6.770449 2.029920 -2.765850  0.03
H: -7.852103 -0.140837 -0.393386  0.14
H: -5.570868 -0.992516 -0.683888  0.13
H: -3.579173 -1.160189 -1.945059  0.13
H: -3.188041 2.128685 -4.013831  0.11
H: -1.756352 2.080689 -6.009582  0.14
H: 0.195691 -1.444198 -4.536878  0.14
H: -1.493190 -1.632388 -2.753078  0.13
H: -4.874761 2.040162 -3.699908  0.09
H: -7.130543 2.854859 -3.371106  0.14

Atomic forces in eV per Å
0.2912 0.0598 -0.3740
-0.0708 -0.1983 -0.1123
-0.0836 -0.5270 0.1608
-0.4276 -0.0837 -0.1737
0.1582 0.0944 0.8993
-0.0724 0.1948 -0.0926
-0.3496 0.3096 0.1445
-0.2070 0.0373 -0.1141
-0.1612 -0.3960 -0.2898
0.1707 -0.4033 -0.0399
0.2807 0.4601 0.3574
0.1370 -0.3621 -0.1786
0.5829 0.1266 0.0062
-0.1657 0.0743 -0.2996
-0.3381 0.1612 -0.0978
-0.2817 -0.0828 0.0914
0.2877 -0.0703 0.6797
-0.4105 0.2652 -1.3706
0.2264 0.0633 -0.4081
0.5315 0.9113 0.9298
-0.4300 -0.1241 0.4817
0.0997 0.3965 -0.1018
0.2779 0.1972 -0.1360
0.1820 -0.2205 -0.2520
-0.0326 -0.2859 0.0527
-0.1845 0.2309 -0.0566
-0.3116 -0.0772 -0.2119
-0.0044 -0.3244 -0.0903
0.4581 -0.3023 0.0928
0.4549 0.1432 0.2529
0.3884 0.0881 -0.2589
0.0229 0.1358 -0.5342
-0.2890 0.1726 -0.1324
-0.3475 -0.1074 0.2654
0.1400 -0.0554 0.3275
0.0010 -0.2978 0.0015
-0.2243 -0.2823 0.0256
-0.1853 0.2386 0.1032
0.2569 -0.0687 -0.0672
-0.2576 0.0396 0.6677
-0.1845 0.2402 0.4027
0.0297 0.5203 0.1183
0.4474 -1.4359 0.1436
-1.8464 0.5750 0.1537
0.8136 0.2497 -1.2279
1.0898 0.4454 0.9051
0.1463 0.0548 -0.1255
0.1212 -0.2023 -0.1012
0.2410 -0.0461 -0.1114
-0.2422 0.3338 0.8021
-1.1313 -1.4758 -1.7565
0.9997 0.5077 0.5889
0.1099 -0.0523 -0.1951
-0.1055 0.0047 0.2278
-0.0451 -0.1661 -0.1488
1.2529 0.0802 -1.5745
-1.3475 0.6081 -0.0868
0.2713 0.5714 1.2524
-0.4296 -1.2324 0.6078
-0.3901 0.0141 0.1591
-0.0999 -0.1583 -0.1875
-0.0870 0.2727 0.0774
0.2319 -0.3871 -0.0402
0.2426 0.0932 -0.0996
0.0478 0.1638 -0.0867
-0.0237 0.5638 -0.1437
0.0385 -0.3499 -0.2146
0.1522 0.0774 0.2875
-0.1028 0.1233 0.0874
-0.1675 0.1045 -0.1294
-0.2476 -0.1710 0.1831
0.1022 -0.0581 0.0851